# C4H7NO

An isolated molecule of C4H7NO (ωB97M-V/def2-TZVPD, OMol25).

The geometry in XYZ format:
```
13
C4H7NO | OMol25 | ωB97M-V/def2-TZVPD
C -1.20 0.20 1.29
N -0.67 0.15 -0.07
C -0.16 -1.09 -0.59
C 0.77 0.02 -0.21
C 1.35 0.92 -1.25
O 2.42 1.46 -1.15
H -1.45 -0.80 1.67
H -2.10 0.81 1.31
H -0.48 0.65 1.97
H -0.15 -1.96 0.07
H -0.38 -1.31 -1.63
H 1.37 -0.12 0.69
H 0.69 1.07 -2.13
```

Kohn-Sham gap ... 10.48 eV
Energy above the lowest of the compared OMol25 structures with the same formula, charge and spin ... 2.3528 eV
Strongest force on any atom ... 0.563 eV/A
Multiplicity ... 1
SMILES string ... CN1C[C@H]1C=O